# 1
{
  "formula": "C2H6BCa2F5O",
  "method": "wB97M-V/def2-TZVPD",
  "elements": ["Ca", "Ca", "B", "F", "F", "F", "F", "F", "C", "C", "O", "H", "H", "H", "H", "H", "H"],
  "coordinates": [[2.8592, -0.3042, 0.9439], [1.1606, 1.1894, 3.8046], [3.0049, 1.9199, -0.8793], [2.5464, 1.6419, -2.1133], [4.0111, 1.0213, -0.4807], [3.2673, 3.2048, -0.5932], [1.9907, 1.4534, -0.1302], [0.6529, 0.0802, 1.7214], [-3.0161, -1.4270, -0.8551], [-1.8853, -0.8432, 0.0355], [-0.6494, -1.5852, 0.0883], [-3.3275, -2.3895, -0.4493], [-2.6189, -1.4080, -1.8700], [-3.9339, -0.8390, -0.8469], [-2.1647, -0.7410, 1.0842], [-1.7205, 0.1901, -0.2700], [-0.1769, -1.1639, 0.8100]],
  "atomic_forces_ev_per_a": [[-1.22, 0.65, -0.79], [-0.61, -0.54, -1.31], [-0.19, 1.51, -2.37], [0.83, 0.14, -2.04], [2.49, -1.40, 0.64], [0.70, 0.61, 0.19], [-3.61, -1.27, 4.05], [1.71, 0.43, 1.78], [1.18, 0.08, 0.94], [-0.68, 0.55, 0.52], [-0.54, -0.26, -0.90], [0.32, -0.32, -0.59], [-0.30, -0.64, -0.06], [0.31, 0.48, 0.19], [-0.72, -0.16, 0.11], [0.38, 0.08, -0.38], [-0.06, 0.06, 0.03]],
  "s_squared": 0.750,
  "molar_mass_g_mol": 232.03,
  "multiplicity": 2,
  "gap_ev": [5.8, 6.8],
  "charge": 1
}



# 2
{
  "formula": "C27H40BF17InO14",
  "method": "wB97M-V/def2-TZVPD",
  "elements": ["C", "C", "F", "C", "In", "C", "C", "O", "O", "B", "O", "O", "C", "C", "F", "H", "H", "H", "H", "H", "H", "H", "H", "H", "H", "H", "H", "H", "H", "H", "C", "C", "O", "C", "O", "C", "F", "F", "F", "H", "H", "H", "H", "H", "C", "C", "O", "C", "O", "C", "F", "F", "F", "H", "H", "H", "H", "H", "C", "C", "O", "C", "O", "C", "F", "F", "F", "H", "H", "H", "H", "H", "C", "C", "O", "C", "O", "C", "F", "F", "F", "H", "H", "H", "H", "H", "C", "C", "O", "C", "O", "C", "F", "F", "F", "H", "H", "H", "H", "H"],
  "coordinates": [[5.5163, -0.1033, 7.6708], [6.1831, -1.1593, 6.8073], [7.2252, -1.7266, 7.6301], [6.7710, -0.6205, 5.5229], [5.5777, -1.0653, 3.6855], [6.3376, 0.3351, 2.0854], [7.5217, 1.0235, 2.5914], [8.6768, 0.6831, 2.4786], [7.2610, 2.1910, 3.3034], [5.8767, -3.2531, 3.0252], [7.0401, -3.7238, 2.4414], [4.8768, -4.2147, 3.2075], [3.3705, -0.6781, 3.8595], [2.8498, 0.0718, 5.0673], [2.9412, 0.0675, 2.7007], [4.9915, -0.5479, 8.5201], [6.2837, 0.5847, 8.0393], [4.7916, 0.4649, 7.0821], [5.5065, -2.0079, 6.6461], [7.7382, -1.1113, 5.3664], [6.9841, 0.4478, 5.6557], [6.6049, -0.2505, 1.2030], [5.5436, 1.0436, 1.8409], [6.4627, 2.0408, 3.8253], [7.7744, -3.1426, 2.6671], [5.2540, -4.9204, 3.7513], [2.8427, -1.6382, 3.7812], [1.7567, 0.1968, 5.0286], [3.2925, 1.0705, 5.1425], [3.0764, -0.4899, 5.9808], [6.7595, -5.0006, 9.8121], [5.9428, -4.9936, 11.0850], [5.6445, -3.6421, 11.4984], [4.6232, -3.0671, 10.8831], [3.8980, -3.5537, 10.0687], [4.4641, -1.6133, 11.3821], [5.6444, -0.9989, 11.4636], [3.9030, -1.6046, 12.6026], [3.6878, -0.9348, 10.5492], [7.6673, -4.4110, 9.9372], [7.0380, -6.0240, 9.5597], [6.1952, -4.5809, 8.9807], [6.4988, -5.4179, 11.9184], [5.0102, -5.5449, 10.9704], [3.5107, -3.9454, 0.3873], [2.3618, -4.3622, -0.4987], [1.1825, -3.5583, -0.2421], [1.1330, -2.3866, -0.8431], [1.9173, -1.9138, -1.6112], [-0.1869, -1.6747, -0.4724], [-0.4595, -1.7528, 0.8257], [-1.2020, -2.2507, -1.1492], [-0.1380, -0.3919, -0.8245], [3.2201, -3.9784, 1.4344], [4.3611, -4.6111, 0.2460], [3.8291, -2.9271, 0.1613], [2.0450, -5.3807, -0.2836], [2.6099, -4.2959, -1.5578], [-2.1303, 0.0168, -3.5386], [-1.1866, 0.9642, -4.2388], [-1.8137, 1.5866, -5.3902], [-2.5917, 2.6220, -5.1441], [-2.8498, 3.1204, -4.0896], [-3.1351, 3.1836, -6.4779], [-3.5708, 2.2106, -7.2855], [-2.1678, 3.8537, -7.1182], [-4.1457, 4.0205, -6.2545], [-2.5112, -0.7308, -4.2355], [-1.6090, -0.4888, -2.7339], [-2.9802, 0.5510, -3.1142], [-0.3285, 0.4384, -4.6499], [-0.8227, 1.7409, -3.5679], [-6.6974, 1.5014, -7.3290], [-8.1129, 1.4545, -6.8041], [-8.7607, 0.2024, -7.1364], [-8.4919, -0.8207, -6.3460], [-7.7849, -0.8393, -5.3833], [-9.2867, -2.0600, -6.8192], [-9.2148, -2.2131, -8.1450], [-10.5782, -1.9210, -6.4858], [-8.8207, -3.1611, -6.2420], [-6.6817, 1.3200, -8.4042], [-6.2670, 2.4826, -7.1354], [-6.0727, 0.7502, -6.8464], [-8.7253, 2.2197, -7.2753], [-8.1484, 1.6020, -5.7256], [-10.2043, 7.0893, -9.9041], [-8.7012, 6.9323, -9.8643], [-8.2036, 7.0117, -8.5094], [-8.2898, 5.9044, -7.7939], [-8.7277, 4.8466, -8.1394], [-7.6799, 6.1340, -6.3916], [-8.0990, 7.2857, -5.8623], [-6.3472, 6.1702, -6.4861], [-8.0219, 5.1420, -5.5770], [-10.5027, 8.0224, -9.4262], [-10.5447, 7.1035, -10.9392], [-10.6978, 6.2650, -9.3910], [-8.2027, 7.7464, -10.3847], [-8.3813, 5.9892, -10.3050]],
  "atomic_forces_ev_per_a": [[-0.07, -0.04, -0.09], [0.08, 0.05, 0.05], [-0.12, 0.00, -0.01], [-0.03, 0.05, 0.25], [-0.21, -0.07, -0.06], [0.08, 0.22, -0.22], [0.06, -0.02, 0.08], [-0.05, 0.10, -0.18], [0.20, -0.19, 0.33], [-0.01, 0.33, -0.11], [0.11, -0.36, 0.60], [0.18, 0.08, 0.45], [0.08, 0.06, 0.02], [-0.26, -0.06, -0.04], [0.01, -0.10, 0.07], [0.11, 0.05, -0.09], [-0.09, -0.07, -0.05], [0.10, -0.05, 0.05], [0.08, 0.04, 0.00], [-0.13, 0.03, -0.09], [0.07, -0.09, -0.06], [-0.07, -0.05, 0.21], [-0.01, -0.13, 0.06], [-0.15, 0.13, -0.27], [-0.07, 0.16, -0.39], [-0.08, -0.27, -0.42], [0.02, 0.12, -0.01], [0.12, 0.02, -0.03], [0.04, -0.11, 0.06], [0.05, 0.09, -0.10], [-0.02, 0.12, -0.01], [0.10, -0.27, -0.06], [-0.08, 0.06, 0.04], [0.14, 0.01, -0.01], [-0.07, -0.01, 0.01], [0.13, -0.13, -0.15], [-0.01, 0.07, 0.05], [-0.04, 0.02, 0.01], [-0.14, 0.09, 0.13], [0.01, -0.02, 0.00], [0.00, -0.02, 0.01], [0.00, -0.01, 0.00], [0.01, 0.07, 0.03], [-0.03, 0.07, -0.02], [-0.18, 0.27, 0.01], [0.26, -0.26, -0.08], [-0.02, 0.04, 0.00], [-0.03, -0.04, 0.02], [0.01, 0.00, -0.04], [0.13, 0.00, 0.05], [-0.03, 0.01, 0.00], [-0.03, -0.01, 0.03], [-0.03, 0.00, 0.03], [0.05, -0.08, 0.02], [-0.01, -0.03, 0.01], [0.03, -0.03, -0.04], [-0.08, 0.04, 0.04], [-0.04, 0.11, 0.00], [-0.26, 0.10, -0.20], [0.23, -0.15, 0.23], [-0.02, 0.04, -0.03], [0.03, -0.03, -0.05], [-0.02, 0.01, 0.03], [-0.02, 0.01, 0.09], [0.02, -0.01, -0.05], [0.01, 0.01, -0.04], [0.00, 0.01, -0.03], [0.05, -0.02, 0.01], [0.04, -0.02, 0.01], [0.04, 0.03, 0.02], [-0.03, 0.01, -0.08], [-0.09, 0.07, -0.03], [0.00, -0.22, -0.03], [0.05, 0.42, 0.02], [-0.02, -0.05, 0.01], [-0.04, 0.02, -0.05], [0.03, -0.01, 0.02], [0.07, 0.06, 0.05], [-0.01, -0.03, -0.03], [-0.04, -0.02, -0.01], [-0.02, -0.02, 0.00], [-0.01, 0.06, -0.01], [-0.03, 0.03, 0.01], [0.01, 0.04, 0.04], [-0.05, -0.07, -0.03], [0.01, -0.12, 0.02], [-0.02, -0.01, 0.14], [-0.05, 0.02, -0.26], [0.02, -0.03, 0.06], [0.07, 0.05, 0.04], [-0.04, -0.08, -0.03], [-0.04, -0.03, -0.09], [0.00, 0.01, 0.04], [0.02, 0.01, 0.02], [0.02, -0.01, 0.03], [0.01, 0.02, -0.04], [0.01, 0.00, -0.01], [0.02, -0.02, -0.03], [0.02, 0.02, 0.07], [-0.01, -0.04, 0.07]],
  "e_above_lowest_ev": 0.205,
  "molar_mass_g_mol": 1037.20,
  "gap_ev": 6.5,
  "charge": -1
}



# 3
{
  "formula": "C9H14Cl8O4",
  "method": "wB97M-V/def2-TZVPD",
  "elements": ["C", "C", "O", "C", "O", "O", "C", "C", "O", "H", "H", "H", "H", "H", "H", "Cl", "C", "Cl", "H", "H", "Cl", "C", "Cl", "H", "H", "Cl", "C", "Cl", "H", "H", "Cl", "C", "Cl", "H", "H"],
  "coordinates": [[-2.4170, -1.1718, -2.3890], [-2.0627, -1.9928, -1.3766], [-0.7258, -2.3182, -1.1324], [-0.1433, -1.4423, -0.2800], [0.8680, -0.8810, -0.5707], [-0.7518, -1.3459, 0.9216], [-1.3997, -0.1032, 1.1783], [-2.8374, -0.3146, 1.5759], [-3.3792, -1.3803, 1.5995], [-2.1189, -1.3536, -3.4165], [-3.0139, -0.2942, -2.1597], [-2.8092, -2.4784, -0.7543], [-1.4350, 0.4856, 0.2535], [-0.8581, 0.4985, 1.9140], [-3.4022, 0.6054, 1.8164], [5.1967, 0.5095, -0.3852], [3.6507, 0.8457, -1.1743], [3.3947, 2.5867, -1.3928], [3.6458, 0.3730, -2.1494], [2.8486, 0.4568, -0.5595], [-0.1205, 2.7968, 1.7002], [1.2414, 2.6510, 2.8310], [2.7685, 2.5353, 1.9653], [1.2530, 3.5241, 3.4718], [1.1078, 1.7496, 3.4184], [4.4774, 1.6080, -5.5502], [5.2859, 2.8094, -4.5322], [7.0319, 2.8435, -4.8053], [4.8808, 3.7866, -4.7647], [5.0991, 2.5535, -3.4976], [-4.3547, -3.1665, 5.1159], [-5.0710, -3.5286, 3.5383], [-5.5720, -5.2210, 3.4190], [-5.9417, -2.8993, 3.4015], [-4.3362, -3.3274, 2.7695]],
  "atomic_forces_ev_per_a": [[0.31, -0.29, 0.03], [-0.47, 0.58, 0.15], [-0.19, -1.24, -0.77], [0.64, 0.04, -0.32], [-0.14, 0.01, 0.18], [-0.52, -0.10, -0.12], [0.06, -0.02, -0.32], [0.09, 0.07, 0.09], [-0.21, -0.35, 0.06], [1.43, 1.01, 0.24], [-1.59, -0.98, -0.43], [0.35, 0.88, 1.09], [0.09, 0.18, 0.12], [-0.17, -0.36, -0.06], [0.15, 0.13, 0.03], [0.00, -0.01, -0.01], [-0.08, -0.09, 0.01], [-0.03, 0.02, -0.12], [0.05, 0.04, -0.02], [0.01, 0.04, 0.04], [0.07, 0.46, 0.10], [0.07, -0.10, 0.01], [0.05, 0.01, 0.14], [0.00, 0.06, -0.08], [-0.04, -0.02, -0.04], [-0.04, 0.00, 0.01], [0.01, -0.01, 0.03], [0.00, 0.02, 0.01], [0.01, -0.01, -0.05], [0.06, 0.00, 0.00], [0.00, 0.06, -0.03], [0.03, 0.01, -0.07], [-0.02, 0.01, -0.03], [-0.03, -0.03, 0.07], [0.05, -0.02, 0.04]],
  "molar_mass_g_mol": 469.83,
  "smiles": "C=COC(=O)OCC=O.ClCCl.ClCCl.ClCCl.ClCCl",
  "gap_ev": 9.2
}



# 4
{
  "formula": "C5H12N3O",
  "method": "wB97M-V/def2-TZVPD",
  "elements": ["C", "N", "C", "N", "O", "N", "C", "C", "C", "H", "H", "H", "H", "H", "H", "H", "H", "H", "H", "H", "H"],
  "coordinates": [[3.0207, -0.7241, 1.4229], [1.8092, -0.3365, 0.7246], [0.7837, -1.1144, 0.5767], [0.9560, -2.6820, 1.3246], [0.0047, -3.3255, 1.1592], [-0.3767, -0.9416, 0.0387], [-0.9883, 0.2908, -0.4644], [-1.9122, 0.8430, 0.6191], [-1.7422, -0.0193, -1.7481], [3.6639, 0.1458, 1.5238], [2.7820, -1.1086, 2.4128], [3.5559, -1.4990, 0.8752], [1.7931, 0.5944, 0.3200], [-1.0062, -1.7518, 0.0706], [-0.1850, 1.0050, -0.6692], [-2.7434, 0.1656, 0.7956], [-1.3765, 0.9925, 1.5544], [-2.3153, 1.8000, 0.3010], [-2.5085, -0.7724, -1.5775], [-1.0710, -0.3704, -2.5285], [-2.2312, 0.8815, -2.1043]],
  "atomic_forces_ev_per_a": [[0.67, -0.47, 0.43], [-0.37, 0.70, -0.45], [-0.51, -1.95, 0.79], [-0.31, 0.88, -0.65], [0.36, 0.60, -0.08], [0.15, -0.38, 0.03], [-0.38, 0.43, -0.06], [0.25, 0.11, -0.10], [0.28, 0.10, -0.04], [-0.10, -0.01, -0.03], [0.06, 0.11, -0.02], [0.02, 0.09, -0.02], [-0.10, -0.14, 0.04], [0.33, 0.07, 0.11], [-0.03, -0.09, 0.00], [-0.10, -0.10, 0.02], [0.01, 0.03, 0.08], [-0.07, 0.08, -0.02], [-0.10, -0.08, 0.06], [0.03, -0.05, -0.05], [-0.08, 0.09, -0.04]],
  "e_above_lowest_ev": 3.616,
  "molar_mass_g_mol": 130.17,
  "smiles": "CN/C(N=O)=[NH+]\\C(C)C",
  "gap_ev": 9.1,
  "charge": 1
}



# 5
{
  "formula": "C15H18",
  "method": "wB97M-V/def2-TZVPD",
  "elements": ["C", "C", "C", "C", "C", "C", "C", "C", "H", "H", "H", "H", "H", "H", "H", "H", "H", "H", "C", "C", "C", "C", "C", "C", "C", "H", "H", "H", "H", "H", "H", "H", "H"],
  "coordinates": [[0.1521, -0.5992, 2.0441], [0.9102, 0.2880, 1.0348], [0.2305, 1.6350, 1.0849], [1.1130, 2.7567, 1.2477], [0.6090, 4.0861, 1.3227], [-0.7516, 4.2336, 1.0585], [-1.6808, 3.2268, 1.1095], [-1.1162, 1.9699, 1.1605], [-0.9604, -0.3099, 2.3257], [0.5996, -0.5309, 2.9992], [0.2297, -1.5431, 1.8758], [2.0086, 0.4870, 1.0643], [0.7246, -0.1199, 0.1030], [2.1436, 2.6729, 1.3154], [1.1817, 4.9152, 1.5062], [-1.1155, 5.3098, 1.0271], [-2.7469, 3.3235, 1.1273], [-1.9271, 1.1566, 1.1881], [-1.9337, -1.1845, -1.6829], [-0.5589, -1.8741, -1.7334], [0.4225, -1.4464, -2.6358], [1.5975, -2.1978, -2.6548], [1.8795, -3.1358, -1.5487], [0.8175, -3.6126, -0.7984], [-0.3534, -2.8499, -0.8313], [-2.5600, -1.1870, -2.5651], [-1.9838, -0.3493, -1.0511], [-2.5290, -1.8139, -1.0215], [0.4156, -0.4669, -3.2511], [2.4391, -1.7357, -3.3080], [2.9183, -3.6166, -1.4957], [0.8746, -4.3455, 0.0004], [-1.0499, -3.1420, -0.0174]],
  "atomic_forces_ev_per_a": [[-1.35, 5.49, 2.05], [-1.59, 1.16, 1.30], [2.02, 2.90, 0.67], [-2.92, 1.24, -0.12], [-1.89, -4.10, -1.39], [-0.68, 3.92, 1.14], [1.84, -0.60, -0.23], [-2.43, -3.18, -0.45], [2.24, -0.49, -1.32], [0.75, 0.48, 1.31], [0.09, -6.10, -1.69], [-0.85, -0.75, 0.74], [-0.25, -0.91, -2.20], [1.86, -0.69, 0.18], [1.54, 1.76, 0.20], [0.32, -1.36, -0.02], [-0.24, 0.37, -0.16], [1.55, 0.80, -0.07], [-0.15, -2.38, 0.92], [-2.29, 2.77, -1.07], [1.13, 0.03, -0.62], [2.06, 1.30, 1.59], [0.97, -0.81, -2.91], [0.66, 1.65, 0.53], [0.18, -2.52, 1.46], [0.49, 0.64, -0.53], [0.37, 2.13, 0.01], [-0.17, -0.59, -0.04], [-0.64, -2.01, 0.92], [-1.28, -1.39, 1.24], [-1.69, 0.76, -0.10], [0.49, -0.07, -0.28], [-0.14, 0.55, -1.06]],
  "e_above_lowest_ev": 2.871,
  "molar_mass_g_mol": 198.31,
  "smiles": "CCc1ccccc1.Cc1ccccc1",
  "gap_ev": 9.8
}



# 6
{
  "formula": "C2H3NO2",
  "method": "wB97M-V/def2-TZVPD",
  "elements": ["C", "C", "N", "O", "O", "H", "H", "H"],
  "coordinates": [[-0.1708, -0.9275, -1.1095], [-0.1101, 0.3023, 1.3438], [0.1068, 1.3361, -1.6668], [0.2703, 1.4370, 1.1910], [0.1102, 0.1897, -1.4637], [0.3788, -1.7512, -1.1852], [-1.1922, -0.0682, 1.5233], [0.6069, -0.5181, 1.3670]],
  "atomic_forces_ev_per_a": [[-3.26, 2.03, 1.30], [-0.78, -0.29, 0.43], [0.40, 1.26, -0.41], [-0.74, -0.47, -0.06], [0.12, -0.26, -0.28], [2.78, -2.91, -0.76], [1.12, 1.01, -0.30], [0.37, -0.37, 0.08]],
  "e_above_lowest_ev": 9.236,
  "molar_mass_g_mol": 73.05,
  "gap_ev": [8.8, 8.7]
}



no.,calculated total energy (Eh)
1,-2034.46394
2,-4019.10549
3,-4333.69282
4,-436.89592
5,-582.26026
6,-282.91860